C5H11NO | wB97M-V/def2-TZVPD

Element x y z (Å)
O  -0.20  -0.20  -2.41
N  0.62  -0.28  0.09
C  1.07  0.91  -0.61
C  -0.45  -0.15  1.06
C  0.32  1.03  -1.96
C  0.95  -0.38  1.50
C  -1.49  -1.25  1.06
H  1.01  1.42  -2.72
H  -0.49  1.77  -1.86
H  -2.05  -1.26  1.99
H  1.27  -1.36  1.83
H  -2.19  -1.10  0.23
H  1.48  0.46  1.95
H  2.15  0.81  -0.77
H  -0.84  0.86  1.21
H  -0.08  -0.82  -1.67
H  0.90  1.83  -0.02
H  -1.01  -2.22  0.93

* SMILES string: C[C@H]1CN1CCO
* energy relative to the best compared isomer or geometry (same formula, charge and spin): 48.3 kcal/mol
* orbital gap: 10.7 eV
* HOMO energy: -9.6 eV
* multiplicity: 1
* lowest unoccupied orbital energy: 1.104 eV
* calculated total energy: -8899.6042 eV

H14O7 | wB97M-V/def2-TZVPD

Element x y z (Å)
O  2.02  1.91  2.63
O  -2.05  -3.26  -0.38
O  -3.30  2.27  -1.62
O  0.62  -3.47  -0.72
O  -0.31  0.11  0.94
O  2.02  -0.98  -0.66
O  -0.85  2.71  0.43
H  -2.92  2.95  -2.18
H  -2.37  -2.83  -1.18
H  -0.52  0.98  0.62
H  2.89  1.81  3.01
H  -0.53  3.05  -0.41
H  1.07  -2.63  -0.70
H  -0.23  3.06  1.07
H  1.29  -4.09  -1.02
H  -2.64  2.12  -0.95
H  0.08  -0.34  0.20
H  2.49  -1.00  0.18
H  2.56  -0.45  -1.23
H  1.82  1.04  2.28
H  -1.15  -2.96  -0.30

* net charge: +1
* energy relative to the best compared isomer or geometry (same formula, charge and spin): 25.2 kcal/mol
* orbital gap (spin up / spin down): 10.6 / 3.0 eV
* HOMO energy (spin up / spin down): -14.1 / -14.1 eV
* ⟨S²⟩: 0.76
* multiplicity: 2
* lowest unoccupied orbital energy (spin up / spin down): -3.571 / -11.106 eV
* calculated total energy: -14548.9147 eV

C25H35N7OPPdS | wB97M-V/def2-TZVPD

Element x y z (Å)
Pd  0.33  1.15  0.87
S  2.56  0.62  1.27
P  -0.40  3.74  -0.34
O  -1.04  2.37  -0.43
N  1.27  0.03  3.61
N  -0.91  4.84  -1.44
N  3.54  0.05  3.66
N  -0.69  4.39  1.14
N  1.23  3.49  -0.49
N  0.20  0.19  2.79
N  -1.49  -0.10  0.83
C  -2.54  5.56  -2.98
C  -3.69  -0.30  -0.05
C  -1.27  -0.56  6.89
C  -2.25  -2.50  5.85
C  3.47  4.30  -0.75
C  -3.34  -0.31  2.31
C  -1.95  -1.98  4.60
C  -1.98  -0.20  2.08
C  -1.98  4.70  3.12
C  -0.97  -0.21  3.16
C  -0.94  -0.06  5.64
C  1.82  2.82  -1.66
C  -2.35  5.16  -1.52
C  -1.22  6.26  -3.29
C  2.40  0.21  2.97
C  3.32  2.93  -1.40
C  -0.77  5.83  1.43
C  -2.05  5.94  2.24
C  -0.18  5.38  -2.60
C  -4.21  -0.36  1.23
C  -1.29  -0.76  4.49
C  -1.92  -1.78  6.99
C  -2.32  -0.14  -0.21
C  2.17  4.50  0.05
C  -1.34  3.63  2.23
H  -5.27  -0.45  1.39
H  3.58  5.08  -1.50
H  0.70  5.95  -2.28
H  -2.95  4.39  3.51
H  -1.02  6.35  -4.36
H  -2.11  6.87  2.81
H  -1.21  7.27  -2.86
H  3.64  2.14  -0.72
H  4.34  4.35  -0.10
H  1.78  5.51  -0.08
H  -2.65  4.67  -3.60
H  -3.71  -0.37  3.33
H  -4.32  -0.35  -0.93
H  0.09  6.13  2.04
H  -3.41  6.20  -3.12
H  3.89  2.83  -2.32
H  -2.59  5.99  -0.86
H  2.31  4.33  1.12
H  1.57  3.33  -2.59
H  1.46  1.79  -1.74
H  4.42  0.05  3.18
H  -0.42  0.88  5.55
H  -0.62  3.03  2.79
H  -2.08  2.95  1.80
H  -2.91  5.89  1.57
H  3.49  -0.32  4.59
H  0.14  4.59  -3.27
H  -2.75  -3.45  5.94
H  -1.87  -0.04  -1.19
H  -2.95  4.29  -1.23
H  -1.34  4.90  3.98
H  -0.75  6.41  0.51
H  -2.16  -2.18  7.97
H  -2.21  -2.55  3.71
H  -1.01  -0.01  7.78

* net charge: +1
* energy relative to the best compared isomer or geometry (same formula, charge and spin): 0.0 kcal/mol
* orbital gap (spin up / spin down): 7.8 / 6.6 eV
* HOMO energy (spin up / spin down): -10.8 / -10.7 eV
* ⟨S²⟩: 2.01
* multiplicity: 3
* lowest unoccupied orbital energy (spin up / spin down): -2.964 / -4.096 eV
* calculated total energy: -62572.0399 eV

C39H88N5O6 | wB97M-V/def2-TZVPD

Element x y z (Å)
O  4.66  0.56  1.60
O  1.15  2.91  -8.09
O  0.29  0.27  -4.37
O  5.24  4.30  4.52
O  2.25  3.98  -0.51
O  5.10  2.76  8.93
N  4.12  5.16  7.40
N  3.59  1.37  -1.31
N  -5.85  -4.25  0.45
N  1.63  0.06  -7.27
N  -2.93  -5.50  -2.37
C  3.92  4.68  4.87
C  -4.07  0.64  -1.18
C  3.82  5.64  6.05
C  -4.12  -0.59  -2.09
C  4.04  0.10  -0.76
C  -0.94  -3.63  2.65
C  5.82  3.29  5.32
C  3.37  4.77  -0.85
C  2.46  3.34  -7.78
C  -3.87  0.30  0.30
C  -4.05  -5.85  -0.21
C  -5.87  -2.77  0.51
C  1.16  -2.95  -0.15
C  4.24  1.89  1.84
C  -0.11  -2.13  -0.34
C  0.62  0.54  -8.19
C  -2.74  -1.15  -2.55
C  1.20  -0.96  -6.33
C  -7.91  -3.69  -0.34
C  -1.49  -0.61  -1.84
C  3.84  -0.19  0.73
C  -6.02  -2.20  1.92
C  3.32  4.04  7.86
C  -4.70  -5.05  0.91
C  0.52  -3.26  2.34
C  -6.92  -4.74  -0.05
C  6.24  3.42  9.44
C  -2.96  -5.07  -0.97
C  -5.10  -1.00  2.15
C  0.25  1.63  -4.77
C  2.17  1.64  -1.19
C  1.82  3.07  -1.51
C  3.87  3.44  9.14
C  1.08  -3.90  1.07
C  -0.36  -1.66  -1.77
C  0.03  -0.67  -5.40
C  -5.18  0.11  1.08
C  1.07  1.78  -8.94
C  -7.01  -2.43  -0.47
H  -0.64  -2.55  -2.34
H  2.96  2.70  -7.04
H  1.96  -2.26  0.09
H  2.09  -4.24  1.29
H  0.41  -0.24  -8.93
H  -3.26  -0.60  0.37
H  -1.49  -2.80  3.10
H  -5.37  1.04  1.61
H  -0.20  -1.61  -4.88
H  -5.78  -2.95  2.67
H  1.21  1.96  -5.15
H  5.10  4.93  7.45
H  -1.00  -2.67  0.01
H  -2.13  -5.10  -2.84
H  4.31  4.21  -0.82
H  -1.11  0.22  -2.42
H  -3.15  -4.00  -0.86
H  2.03  1.61  -9.44
H  -3.29  1.09  0.77
H  -4.78  -6.25  -0.91
H  0.02  2.22  -3.88
H  4.63  2.58  1.08
H  0.62  -2.18  2.33
H  6.32  3.71  6.20
H  0.96  -1.86  -6.90
H  -3.76  -5.17  -2.85
H  -2.77  -2.24  -2.49
H  7.05  2.69  9.45
H  -8.66  -3.89  -1.08
H  -0.33  0.79  -7.70
H  -6.02  -0.03  0.41
H  2.30  4.39  8.05
H  -7.06  -1.92  2.09
H  3.15  2.70  9.50
H  3.42  5.58  -0.13
H  -5.36  -0.60  3.12
H  1.41  -3.51  -1.05
H  2.21  3.35  -2.50
H  6.55  4.27  8.82
H  -0.88  -0.39  -5.94
H  5.12  0.03  -0.95
H  -1.69  -0.31  -0.82
H  3.53  5.21  4.00
H  6.58  2.79  4.72
H  4.12  2.12  -0.88
H  -5.04  -5.70  1.71
H  0.50  -4.78  0.80
H  -7.04  -5.80  -0.21
H  2.78  -0.11  1.03
H  1.12  -3.60  3.19
H  3.98  4.21  9.91
H  3.26  5.21  -1.85
H  2.81  6.06  6.06
H  -5.01  1.18  -1.29
H  3.26  3.23  7.12
H  -4.08  -1.37  2.21
H  3.15  1.97  1.89
H  2.06  -1.21  -5.70
H  0.73  3.15  -1.55
H  0.32  2.01  -9.70
H  2.38  4.34  -7.35
H  4.12  -1.23  0.89
H  3.57  -0.70  -1.33
H  5.08  2.55  5.64
H  -3.59  -6.72  0.26
H  0.57  -1.28  -2.20
H  -3.31  1.32  -1.54
H  -7.55  -1.56  -0.13
H  -0.53  1.81  -5.51
H  1.77  1.43  -0.18
H  -4.69  -0.34  -2.98
H  4.50  6.48  5.85
H  2.02  0.85  -6.76
H  -2.63  -0.91  -3.61
H  -8.46  -3.58  0.61
H  6.08  3.77  10.46
H  -0.04  -1.24  0.29
H  3.29  3.79  5.00
H  4.66  2.20  2.80
H  1.63  0.98  -1.89
H  -2.00  -5.30  -0.53
H  -1.00  -4.47  3.34
H  3.09  3.39  -8.67
H  -1.47  -3.92  1.75
H  -6.66  -2.32  -1.49
H  -4.90  -2.44  0.14
H  -3.97  -4.37  1.35
H  -4.67  -1.40  -1.61

* net charge: +1
* orbital gap: 5.9 eV
* HOMO energy: -9.7 eV
* multiplicity: 1
* lowest unoccupied orbital energy: -3.756 eV
* calculated total energy: -61595.3614 eV

C10H13N2O5 | wB97M-V/def2-TZVPD

Element x y z (Å)
O  2.94  -0.05  -1.81
O  2.65  -0.35  0.40
O  2.87  -2.12  -0.93
O  -4.78  2.01  -0.11
O  -4.85  0.64  -1.88
N  -0.01  0.86  -1.25
N  -2.44  1.78  1.30
C  2.84  -0.78  -0.87
C  -4.22  1.24  -1.09
C  2.96  -2.62  0.42
C  -1.92  1.37  0.08
C  -2.72  1.13  -1.05
C  -0.75  0.64  -2.34
C  2.32  -1.51  1.22
C  -2.13  0.76  -2.25
C  -0.54  1.22  -0.07
C  2.84  -1.35  2.62
H  3.90  -1.06  2.61
H  1.00  0.76  -1.30
H  -4.81  2.92  -0.42
H  -1.74  1.73  2.03
H  -2.74  0.57  -3.11
H  2.30  -0.56  3.15
H  2.73  -2.28  3.18
H  0.12  1.40  0.76
H  2.44  -3.57  0.50
H  -3.24  1.22  1.57
H  -0.26  0.37  -3.25
H  1.23  -1.61  1.22
H  4.01  -2.77  0.67

* net charge: +1
* energy relative to the best compared isomer or geometry (same formula, charge and spin): 0.0 kcal/mol
* orbital gap: 8.6 eV
* HOMO energy: -13.5 eV
* multiplicity: 1
* lowest unoccupied orbital energy: -4.842 eV
* calculated total energy: -23792.8284 eV

C44H45N8O18P2 | wB97M-V/def2-TZVPD

Element x y z (Å)
P  2.32  4.01  -2.48
P  -1.51  3.98  -3.12
O  -0.09  3.64  -2.05
O  2.00  3.62  -4.00
O  -3.62  1.42  -4.74
O  6.15  -6.58  -9.64
O  2.00  -3.97  -5.66
O  -1.50  3.85  5.09
O  -4.43  1.86  -2.78
O  3.29  5.27  -2.73
O  6.07  1.74  9.93
O  0.94  -2.38  7.10
O  -0.97  5.67  -3.13
O  -2.91  -1.20  0.75
O  0.57  -2.48  -6.24
O  -1.07  -0.31  0.10
O  -0.35  -0.93  8.01
O  5.88  1.40  12.04
O  5.73  -5.07  -8.16
O  -3.64  3.79  5.31
N  -1.95  -1.13  0.01
N  1.57  -2.83  -5.65
N  2.97  2.80  -1.77
N  5.39  -5.92  -8.96
N  -2.53  4.14  5.66
N  -4.42  1.28  -3.84
N  5.54  1.21  10.88
N  0.18  -1.43  7.04
C  3.53  -7.16  -9.99
C  2.36  -1.46  10.18
C  4.42  0.28  10.63
C  -1.07  6.15  8.43
C  -1.18  0.80  4.39
C  -0.09  -0.85  5.72
C  -5.48  0.24  -4.04
C  -0.61  -3.12  -2.84
C  -7.38  -1.70  -4.38
C  2.29  -1.82  -4.85
C  0.26  5.96  -2.55
C  3.94  -6.18  -9.11
C  -0.92  0.26  5.64
C  -1.16  5.38  7.28
C  3.05  -5.43  -8.36
C  3.80  -0.31  11.72
C  0.48  -1.43  4.60
C  3.45  -2.19  -4.20
C  1.26  -6.68  -9.38
C  -1.84  -2.14  -1.06
C  -7.37  -0.93  -3.22
C  4.05  0.03  9.33
C  0.21  -0.88  3.36
C  -6.44  -1.48  -5.37
C  -2.73  -4.04  -2.18
C  2.76  -1.19  11.48
C  -2.86  -3.07  -1.19
C  2.41  0.39  -4.00
C  -2.21  6.47  9.15
C  -3.46  6.04  8.72
C  -5.47  -0.50  -5.21
C  1.76  -0.55  -4.78
C  3.00  -0.86  9.11
C  -0.72  -2.13  -1.87
C  2.18  -7.41  -10.12
C  -3.57  5.28  7.57
C  -0.63  0.23  3.25
C  1.69  -5.69  -8.51
C  4.10  -1.24  -3.43
C  -2.42  4.97  6.88
C  -6.41  0.05  -3.04
C  3.57  0.05  -3.32
C  0.80  4.70  -1.84
C  -1.61  -4.07  -2.99
H  1.67  4.33  -4.55
H  -4.71  -0.30  -5.95
H  -2.64  4.32  -3.93
H  -3.71  -3.02  -0.54
H  2.45  2.53  -0.95
H  -0.30  5.11  6.70
H  -8.13  -2.47  -4.51
H  0.04  -1.37  -1.74
H  4.03  0.81  -2.70
H  3.83  -3.20  -4.29
H  2.26  -1.66  12.31
H  0.84  -0.31  -5.30
H  -0.10  6.49  8.77
H  0.99  -5.11  -7.92
H  4.56  0.52  8.51
H  2.69  -1.08  8.10
H  -4.35  6.30  9.28
H  4.27  -7.72  -10.55
H  -6.36  0.66  -2.15
H  4.07  5.03  -3.24
H  -2.13  7.07  10.06
H  0.64  -1.32  2.47
H  -0.65  3.79  -4.30
H  -0.83  0.64  2.28
H  -1.83  1.66  4.30
H  1.55  -2.15  9.98
H  -1.51  -4.84  -3.75
H  -1.34  0.68  6.54
H  -1.80  2.59  -3.10
H  -6.44  -2.08  -6.27
H  3.40  -4.67  -7.69
H  -3.52  -4.77  -2.30
H  1.13  -2.29  4.72
H  0.97  6.31  -3.33
H  4.14  -0.08  12.72
H  2.01  1.38  -3.89
H  0.26  -3.15  -3.48
H  1.84  -8.18  -10.80
H  5.00  -1.50  -2.89
H  0.93  4.88  -0.76
H  -4.53  4.93  7.21
H  0.20  -6.87  -9.48
H  -8.11  -1.10  -2.44
H  0.15  6.77  -1.81
H  -2.28  4.22  -1.92

* net charge: -1
* orbital gap: 5.1 eV
* HOMO energy: -4.3 eV
* multiplicity: 1
* lowest unoccupied orbital energy: 0.784 eV
* calculated total energy: -113693.7939 eV

C12H13BN7PdS | wB97M-V/def2-TZVPD

Element x y z (Å)
Pd  -0.44  1.56  0.57
S  1.58  5.13  -0.87
N  -1.30  -0.26  -1.28
N  -1.02  -1.46  1.57
N  1.28  -1.23  0.47
N  -0.80  -1.48  -0.99
N  -0.28  3.45  -0.32
N  1.51  0.09  0.65
N  -1.32  -0.19  1.91
C  3.48  -1.00  0.49
C  -1.58  -2.33  2.44
C  1.14  3.98  -2.08
C  -2.27  -1.61  3.39
C  -2.08  -0.27  3.00
C  2.83  0.23  0.65
C  2.45  -1.90  0.38
C  -0.91  -2.30  -2.05
C  -1.50  -1.60  -3.09
C  0.37  4.48  0.16
C  -1.72  -0.33  -2.54
C  0.15  3.18  -1.62
B  -0.14  -1.82  0.36
H  -1.73  -1.96  -4.08
H  -0.57  -3.32  -1.98
H  -1.43  -3.39  2.31
H  -2.17  0.55  -2.98
H  0.18  4.86  1.15
H  -0.30  2.35  -2.13
H  4.54  -1.20  0.46
H  3.24  1.22  0.78
H  2.44  -2.97  0.24
H  0.00  -3.03  0.37
H  -2.84  -1.98  4.22
H  1.66  3.91  -3.02
H  -2.44  0.64  3.45

* net charge: -1
* energy relative to the best compared isomer or geometry (same formula, charge and spin): 23.7 kcal/mol
* orbital gap (spin up / spin down): 5.0 / 5.0 eV
* HOMO energy (spin up / spin down): -2.2 / -2.2 eV
* multiplicity: 1
* lowest unoccupied orbital energy (spin up / spin down): 2.769 / 2.769 eV
* calculated total energy: -38078.8218 eV

Cl2H8Si4 | wB97M-V/def2-TZVPD

Element x y z (Å)
Cl  4.42  -0.63  2.37
Cl  0.16  0.95  -1.24
Si  2.76  -0.70  1.28
Si  3.10  1.26  0.06
Si  -1.21  -0.02  -0.06
Si  -3.30  0.38  -1.14
H  -3.85  -0.88  -1.55
H  1.42  -0.64  1.95
H  -3.46  1.57  -2.14
H  -0.98  0.92  1.11
H  -4.24  0.74  -0.15
H  2.74  -2.14  1.00
H  3.47  0.64  -1.44
H  -1.01  -1.44  -0.07

* energy relative to the best compared isomer or geometry (same formula, charge and spin): 54.1 kcal/mol
* orbital gap: 7.5 eV
* HOMO energy: -8.6 eV
* multiplicity: 1
* lowest unoccupied orbital energy: -1.047 eV
* calculated total energy: -56683.2477 eV

Number 1: molar mass 101.15 g/mol. Number 2: molar mass 126.10 g/mol. Number 3: molar mass 619.06 g/mol. Number 4: molar mass 723.16 g/mol. Number 5: molar mass 241.22 g/mol. Number 6: molar mass 1035.83 g/mol. Number 7: molar mass 404.58 g/mol. Number 8: molar mass 191.31 g/mol.